No. 1
Entry from the OMol25 dataset: a 12-piece molecular cluster, C34H88Cl4N5O25P5 overall in a non-equilibrium geometry (ωB97M-V with the def2-TZVPD basis set).

XYZ file:
```
161
Properties=species:S:1:pos:R:3:forces:R:3
C -0.6740 5.1472 -2.8644 -0.378 1.813 -0.038
C -0.1956 4.4647 -4.1106 0.658 -2.829 0.257
O -0.1353 3.2300 -4.1318 -0.257 0.279 0.152
N 0.2827 5.1495 -5.1503 -0.440 1.603 -0.575
C 0.8132 4.5957 -6.4019 -0.443 -0.162 -0.142
H -1.7583 5.2490 -2.8181 -0.207 -0.968 0.020
H -0.4638 6.2165 -2.8415 0.726 0.155 -0.140
H -0.2518 4.7267 -1.9517 -0.183 -0.302 -0.278
H 0.1239 6.1416 -5.0470 0.388 0.001 -0.590
H 0.1115 4.2369 -7.1550 -1.030 0.010 0.522
H 1.3864 3.6888 -6.2095 0.542 0.499 0.239
H 1.2945 5.3810 -6.9847 0.706 -0.073 0.635
C 0.0112 2.5388 5.2662 -0.429 -0.451 0.660
C 0.4113 1.1246 5.7340 1.531 1.983 -0.791
O 0.8796 1.0747 6.8561 -0.281 -1.045 1.034
N 0.4199 0.0672 4.8994 -0.453 0.566 -1.476
C 0.8544 -1.2017 5.3776 0.148 0.705 1.231
H -1.0606 2.5490 5.0677 0.272 0.221 -0.608
H 0.6396 3.0185 4.5159 -0.364 -0.588 -0.590
H 0.1616 3.1891 6.1279 -0.074 -0.278 0.225
H 0.4326 0.1243 3.8911 -0.680 0.869 0.082
H 0.2610 -1.2602 6.2900 0.136 -1.294 0.135
H 1.8923 -1.0917 5.6916 0.200 -0.701 -0.152
H 0.6825 -1.9533 4.6071 0.044 -0.088 0.400
C -3.7584 0.9064 5.3660 -1.500 -0.194 -0.255
C -4.7764 0.5975 4.2300 -0.523 1.629 0.418
O -5.7725 1.2862 3.9389 1.680 -1.066 0.538
N -4.3751 -0.4621 3.5178 -0.531 -1.252 -1.248
C -5.0671 -1.0169 2.3625 -0.533 -0.559 -0.373
H -3.0793 1.6807 5.0093 0.090 -0.197 0.106
H -3.2665 -0.0203 5.6618 0.403 0.235 -0.140
H -4.3028 1.2569 6.2429 0.028 0.241 -0.128
H -3.7025 -1.1145 3.8946 0.124 0.585 0.117
H -5.5827 -1.9454 2.6077 0.228 -0.326 0.303
H -4.3673 -1.2438 1.5582 0.158 0.124 0.043
H -5.8908 -0.4575 1.9191 0.475 0.828 0.506
C 6.5454 0.8555 3.2905 0.856 0.408 0.858
C 5.1127 1.2386 3.1703 -1.525 -1.198 -1.598
O 4.3244 0.3517 2.8168 0.205 0.966 0.644
N 4.7478 2.5364 3.2803 0.330 1.183 0.958
C 3.3827 3.0423 3.2211 -0.958 -0.941 -1.221
H 6.5854 -0.1598 3.6850 -0.047 -0.002 -0.333
H 7.1028 1.4709 3.9966 0.013 0.209 -0.015
H 7.0471 0.9374 2.3263 -0.076 -0.201 -0.075
H 5.4762 3.2361 3.2865 -0.013 -0.261 0.302
H 3.0953 3.0973 2.1711 -0.199 0.065 -0.197
H 3.1157 4.0168 3.6299 1.084 0.027 0.377
H 2.6704 2.3446 3.6615 0.353 -0.249 0.164
C -3.0806 -7.0235 -2.2284 0.422 0.074 -0.397
C -2.4449 -6.9199 -0.8467 1.562 2.981 -0.500
O -1.5131 -6.0904 -0.6033 -2.372 -2.587 -0.516
N -2.9577 -7.7753 0.0656 0.775 0.778 1.401
C -2.4801 -7.6869 1.4597 -0.182 -1.836 0.273
H -4.1611 -6.8999 -2.3013 -0.118 -0.133 0.579
H -2.8486 -8.0106 -2.6284 -0.018 -0.052 -0.065
H -2.6851 -6.2770 -2.9172 0.267 0.000 0.258
H -3.9464 -7.9684 -0.0074 0.190 -0.283 -0.278
H -2.5644 -8.7048 1.8404 -0.632 -0.143 0.265
H -3.0771 -7.0479 2.1104 0.235 0.313 -0.235
H -1.4058 -7.5998 1.6218 -0.119 1.001 -0.801
C 7.2761 1.9330 -4.4676 0.406 1.138 -0.503
O 7.0274 0.7289 -3.7249 1.379 0.333 -0.679
P 5.8586 0.5429 -2.7277 -3.317 -1.319 0.494
O 4.5456 0.3514 -3.4668 2.331 1.120 2.217
O 6.2759 -0.8192 -1.8469 -0.456 2.224 -1.427
C 5.1507 -1.2689 -1.0386 1.007 -0.152 1.140
O 5.9136 1.8439 -1.6473 -2.150 -2.751 -2.492
C 7.1221 2.2028 -1.1047 1.563 -0.270 1.203
H 7.3101 1.9100 -5.5568 -0.081 -1.648 -0.122
H 8.2715 2.3018 -4.2203 -0.218 0.078 0.502
H 6.5225 2.7182 -4.4073 -0.173 -0.075 1.132
H 5.4861 -2.0765 -0.3880 0.309 -0.527 -0.708
H 4.2977 -1.5930 -1.6348 0.022 0.522 0.159
H 5.0337 -0.5292 -0.2466 -1.061 0.502 -0.406
H 7.0421 2.2912 -0.0212 -0.495 0.793 0.096
H 7.4540 3.1174 -1.5959 0.490 -0.100 0.287
H 7.8298 1.3738 -1.1082 0.492 0.123 -0.829
C -1.0482 -3.0894 -3.3889 0.750 -0.476 -0.684
O -2.2930 -3.1550 -2.7817 -3.155 0.607 -0.162
P -3.6263 -2.8073 -3.6907 1.584 -0.678 1.059
O -3.8971 -3.8731 -4.6654 -0.235 0.396 0.029
O -3.3606 -1.3588 -4.3354 -0.174 -0.925 0.038
C -3.3340 -1.2053 -5.7775 -0.775 0.483 -0.822
O -4.6893 -2.6415 -2.4931 0.213 0.205 -0.861
C -5.1529 -3.9238 -1.9965 0.822 -0.444 -0.149
H -1.1648 -3.0883 -4.4727 0.260 0.666 -0.195
H -0.5294 -4.0348 -3.2304 0.254 0.149 0.549
H -0.5515 -2.2236 -2.9510 0.488 -0.129 -0.494
H -3.6598 -0.1916 -6.0107 0.237 0.145 0.424
H -4.0440 -1.8202 -6.3306 -0.107 -0.462 0.634
H -2.3773 -1.3661 -6.2745 0.337 -0.095 0.774
H -5.4775 -4.5273 -2.8442 -0.471 0.101 0.171
H -5.8884 -3.8213 -1.1986 -0.080 0.471 -0.425
H -4.2912 -4.4466 -1.5815 0.088 0.000 0.205
C 1.8427 -0.3685 1.2794 0.602 0.281 1.173
O 0.8460 -0.3779 0.2660 -0.970 -0.226 0.457
P -0.6635 0.0726 0.6633 0.524 -1.347 1.261
O -0.9071 0.2107 2.1814 0.301 -0.089 -4.251
O -0.7540 1.4113 -0.2349 -0.492 -1.615 2.722
C -0.1179 1.5336 -1.4698 0.439 1.401 -2.312
O -1.5605 -1.1188 -0.1070 1.355 1.824 0.347
C -1.5166 -2.4600 0.4229 -0.014 0.150 1.856
H 2.8544 -0.3062 0.8783 -0.333 -0.108 -0.448
H 1.7940 -1.2409 1.9310 -0.094 -0.229 -0.216
H 1.7412 0.4901 1.9432 -0.075 0.160 -0.130
H 0.5495 2.3860 -1.5968 -0.624 1.232 1.111
H -0.9545 1.7399 -2.1373 0.652 -0.613 -0.732
H 0.7085 0.8996 -1.7909 -1.095 -1.696 0.265
H -1.6157 -3.3018 -0.2626 -0.281 0.749 -0.645
H -2.2793 -2.4823 1.2013 -0.418 -0.363 -0.240
H -0.6247 -2.6751 1.0113 0.540 0.383 -0.296
C 6.5888 -3.1535 2.1194 -0.362 0.272 0.049
O 5.1432 -3.2667 1.8750 0.249 -0.229 0.338
P 4.0395 -3.5879 2.9935 -1.337 1.175 1.492
O 3.8346 -2.5871 4.1395 0.886 -3.241 -3.052
O 2.6910 -3.8191 2.0790 3.131 1.123 -0.713
C 1.6285 -4.4979 2.6703 -0.807 0.261 0.427
O 4.3390 -5.1253 3.4239 0.158 0.794 0.353
C 4.6828 -6.1330 2.4892 1.234 -1.244 -0.151
H 6.9179 -3.5495 3.0801 -0.452 0.113 0.168
H 6.8666 -2.1036 2.0264 -0.212 0.001 0.236
H 7.1718 -3.6871 1.3689 -0.614 -0.221 -0.279
H 1.7134 -5.5803 2.5732 0.220 -0.032 0.297
H 0.7414 -4.1983 2.1123 -0.117 0.014 0.235
H 1.6088 -4.1242 3.6941 -0.722 -0.616 0.282
H 4.3228 -6.0235 1.4662 -0.353 0.251 0.282
H 4.5258 -7.1398 2.8764 -1.634 0.174 0.326
H 5.7499 -6.3504 2.4437 0.696 1.377 -0.280
C -7.3708 5.1607 -1.3356 0.188 1.187 0.528
O -6.3031 4.2408 -1.5060 -0.067 -2.568 -1.038
P -6.5523 2.7765 -2.2395 0.394 -0.744 2.240
O -7.0857 2.7446 -3.6136 0.467 0.217 1.182
O -5.1158 2.0670 -1.9326 -0.706 0.942 -0.869
C -4.5688 1.1343 -2.9234 -0.484 1.030 -0.153
O -7.4837 1.8978 -1.1964 -0.584 0.791 -3.439
C -7.2090 1.6614 0.1208 0.924 1.517 2.544
H -7.1319 6.0624 -1.8996 -0.378 -0.286 -0.741
H -7.3190 5.5788 -0.3303 -0.055 -0.634 0.394
H -8.3724 4.7681 -1.5110 0.197 -0.066 -0.264
H -4.4439 0.1642 -2.4423 -0.007 0.200 -0.239
H -3.6513 1.5610 -3.3285 0.312 -0.203 0.505
H -5.2383 1.1487 -3.7835 -0.195 -0.635 0.114
H -6.2865 2.1868 0.3680 0.405 -0.498 0.370
H -7.1928 0.6385 0.4970 0.148 -0.271 -0.914
H -7.9254 2.1665 0.7687 -0.445 0.049 -0.138
Cl 3.0271 5.2345 -0.5521 0.042 0.469 -0.347
C 3.9843 4.0567 -1.4956 -0.725 -1.260 0.023
C 3.5795 3.9127 -2.9992 0.713 1.229 1.111
Cl 3.9667 5.5368 -3.7842 -0.169 -0.889 0.040
H 3.7548 3.1631 -0.9151 -0.059 -0.451 -0.658
H 5.0474 4.1829 -1.2906 -0.149 0.610 -0.561
H 2.5214 3.7217 -3.1786 0.074 0.091 0.279
H 4.1666 3.1354 -3.4882 0.028 0.146 0.106
Cl -4.5440 5.4645 1.1690 -0.768 0.783 0.156
C -3.1131 4.5955 0.6301 0.414 -0.513 1.568
C -2.8026 3.5417 1.8190 0.817 0.681 -1.783
Cl -1.9695 4.3643 3.2789 -1.236 -0.624 -1.539
H -2.3335 5.3414 0.4753 0.218 -0.219 0.465
H -3.3721 4.2638 -0.3754 0.124 -1.040 0.360
H -2.1136 2.7659 1.4852 0.333 0.351 0.021
H -3.7079 2.9838 2.0582 -0.108 0.637 0.638
```
Positions in Å, forces in eV/Å.

As for the frontier orbital gap: 8.762 eV. The SMILES is COP(=O)(OC)OC.COP(=O)(OC)OC.COP(=O)(OC)OC.COP(=O)(OC)OC.COP(=O)(OC)OC.CNC(C)=O.CNC(C)=O.CNC(C)=O.CNC(C)=O.CNC(C)=O.ClCCCl.ClCCCl. The value obtained for the energy above the lowest of the compared OMol25 structures with the same formula, charge and spin is 2.16 kcal per mole. Its multiplicity is 1. The value obtained for the HOMO energy is -8.5768 eV.



No. 2
Entry from the OMol25 dataset: a 8-piece molecular cluster, C34H89FN7O12P2 overall in a non-equilibrium geometry (ωB97M-V with the def2-TZVPD basis set).

XYZ file:
```
145
Properties=species:S:1:pos:R:3:forces:R:3
C 3.6352 1.4624 1.1092 0.115 0.065 0.259
C 4.6017 0.9617 0.0314 -0.460 0.039 -0.171
C 4.0744 -0.2122 -0.8358 0.059 0.499 1.074
F 4.7841 -1.3257 -0.4735 0.059 -0.413 -0.351
N 2.6823 -0.5708 -0.5247 1.250 0.203 -0.258
C 1.6531 -0.2438 -1.2411 -1.371 0.471 -0.565
N 1.6697 0.5202 -2.3822 0.258 0.670 0.625
C 2.1577 1.8928 -2.2516 0.143 0.987 0.779
N 1.4323 2.5823 -1.1977 0.327 -0.481 0.278
C 0.3823 0.2723 -3.0154 -0.884 -2.230 -2.691
P -0.3753 1.5142 -4.1435 0.115 3.058 0.488
N -0.5965 2.9253 -3.5033 0.288 -0.545 -0.267
O -1.8114 0.9823 -4.6077 0.666 -0.849 -0.045
O 0.6034 1.6045 -5.4217 -0.229 -0.939 0.388
C -0.5639 -0.5039 -2.0307 0.034 2.438 -0.109
C -1.7595 0.3769 -1.5855 -0.132 -0.567 0.935
C -2.2793 0.0416 -0.1686 0.271 0.417 -0.368
C -3.6597 0.6186 0.1339 0.296 -0.178 0.867
C -3.7010 2.1522 0.1443 -0.172 -0.699 -0.063
O -5.0396 2.5826 0.3412 0.099 -0.060 -0.290
P -0.9917 -2.0733 -2.9276 1.128 -1.991 -0.222
N 0.2348 -3.0159 -2.9574 -0.306 0.467 0.648
O -1.3408 -1.7324 -4.4610 -1.046 0.422 1.222
O -2.3352 -2.7113 -2.3041 0.114 0.910 -0.251
N 0.4091 -0.6430 -0.9214 -0.419 -2.304 -0.126
C 0.3314 -1.8589 -0.0819 0.964 0.383 1.529
N 0.5297 -1.5157 1.3434 -0.713 -0.472 -0.291
C -0.4250 -2.3086 2.1713 0.570 0.368 -0.127
H 3.5560 0.7780 1.9593 0.190 -0.038 -0.077
H 2.6205 1.6372 0.7598 0.091 0.134 -0.249
H 4.0167 2.4111 1.4903 -0.072 -0.068 0.139
H 4.8858 1.7846 -0.6274 -0.061 -0.009 -0.002
H 5.5223 0.6286 0.5103 0.019 -0.132 -0.162
H 4.1469 -0.0350 -1.9074 0.099 -0.204 -0.026
H 2.5798 -1.1158 0.3183 -0.173 0.256 0.012
H 3.2021 1.9056 -1.9440 0.088 -0.380 -0.223
H 2.1393 2.4278 -3.2040 -0.279 -0.474 -0.240
H 1.5299 3.5895 -1.2715 -0.153 -0.002 0.077
H 0.4655 2.2934 -1.1530 -0.112 0.507 -0.320
H 0.6338 -0.5244 -3.7423 0.159 0.366 -0.172
H -0.0768 3.6366 -4.0079 -0.188 0.312 0.375
H -2.3305 1.7979 -4.7327 0.010 -0.105 0.115
H 0.9485 2.5055 -5.4919 -0.041 -0.165 -0.159
H -1.4167 1.4127 -1.5569 -0.191 0.038 -0.331
H -2.5988 0.2830 -2.2777 0.178 0.100 -0.189
H -2.2548 -1.0407 -0.0107 -0.273 0.055 0.150
H -1.5817 0.4803 0.5527 0.089 -0.291 0.036
H -3.9121 0.3100 1.1547 -0.155 -0.071 -0.098
H -4.4400 0.1781 -0.4979 0.139 0.224 -0.266
H -3.1253 2.5298 0.9942 0.172 -0.027 -0.146
H -3.2581 2.5348 -0.7847 -0.287 0.280 0.051
H -5.5948 1.8146 0.1587 -0.142 0.266 0.070
H -0.0320 -3.9008 -2.5339 0.487 -0.190 -0.266
H -2.2550 -1.4048 -4.5413 0.295 0.259 -0.377
H -2.4080 -2.5807 -1.3470 -0.283 -0.062 -0.170
H 1.1137 -2.5551 -0.4013 -0.297 -0.045 -0.315
H -0.6306 -2.3503 -0.1483 -0.046 0.152 -0.444
H 1.4339 -1.8714 1.6416 0.018 0.159 0.024
H -0.1991 -3.3691 2.0149 -0.387 -0.077 0.398
H -0.2909 -2.0182 3.2097 0.036 -0.331 0.063
H -1.4595 -2.0943 1.9025 0.080 0.062 -0.149
C 1.3906 7.9449 -0.6910 -0.042 0.003 -0.245
C 1.2957 6.4655 -0.3572 0.324 0.435 0.466
C 1.2510 6.2382 1.1460 -0.065 -0.238 -0.005
O 2.4198 5.7710 -0.9159 -0.197 -0.354 -0.250
H 2.3048 8.3763 -0.2740 -0.047 -0.026 0.115
H 1.4304 8.0927 -1.7709 -0.059 -0.014 0.008
H 0.5361 8.4944 -0.2955 0.025 0.011 0.016
H 0.4019 6.0419 -0.8196 0.119 -0.117 -0.113
H 2.1606 6.6154 1.6222 -0.035 0.101 -0.026
H 1.1914 5.1718 1.3720 -0.044 0.014 -0.012
H 0.3925 6.7378 1.5956 0.025 0.015 0.014
H 3.2187 6.1341 -0.5179 -0.061 0.034 -0.024
C -0.6715 -3.2582 7.4200 -0.168 -0.114 -0.149
C 0.6306 -3.4658 6.6632 -0.018 0.511 0.507
C 1.8297 -3.0408 7.4942 0.213 -0.068 -0.131
O 0.6044 -2.7137 5.4438 -0.035 -0.147 -0.372
H -0.8105 -2.2016 7.6659 0.106 -0.008 0.077
H -1.5231 -3.5590 6.8075 0.023 -0.062 0.019
H -0.6869 -3.8350 8.3451 -0.001 0.030 0.008
H 0.7308 -4.5162 6.3870 0.017 0.063 -0.204
H 1.7689 -1.9768 7.7422 -0.123 -0.027 0.072
H 2.7545 -3.1883 6.9345 -0.018 -0.108 0.023
H 1.8900 -3.6108 8.4217 0.005 0.025 0.005
H 0.5173 -1.7815 5.6756 0.034 -0.065 0.107
C 1.9660 -1.2302 -7.3657 0.187 0.048 -0.018
C 1.8712 -2.7411 -7.2077 -0.527 0.321 0.207
C 0.5540 -3.2705 -7.7540 0.013 -0.184 -0.096
O 1.9956 -3.0894 -5.8313 0.288 -0.026 -0.067
H 1.1644 -0.7331 -6.8097 -0.074 -0.070 -0.080
H 2.9116 -0.8629 -6.9633 0.024 -0.039 -0.046
H 1.8952 -0.9349 -8.4139 -0.022 0.032 0.016
H 2.7024 -3.2170 -7.7298 0.046 -0.055 0.138
H -0.2901 -2.8370 -7.2094 0.042 0.106 -0.018
H 0.4956 -4.3521 -7.6276 0.050 0.006 -0.032
H 0.4411 -3.0366 -8.8141 -0.028 0.003 0.013
H 1.2659 -2.6790 -5.3501 -0.016 -0.220 0.094
C -5.6951 -4.9292 -4.3147 -0.048 -0.099 0.185
C -6.1986 -3.5044 -4.1463 0.450 -0.136 -0.471
C -6.2894 -2.7884 -5.4848 -0.135 0.190 0.050
O -5.3240 -2.7848 -3.2728 -0.180 0.203 0.263
H -4.6913 -4.9350 -4.7500 -0.045 0.051 -0.102
H -5.6277 -5.4279 -3.3471 -0.066 0.006 -0.006
H -6.3562 -5.5088 -4.9600 0.032 -0.003 -0.011
H -7.1792 -3.5158 -3.6697 0.078 0.108 0.144
H -5.3038 -2.7275 -5.9571 0.003 -0.142 -0.014
H -6.6441 -1.7658 -5.3485 -0.062 -0.035 0.015
H -6.9678 -3.3043 -6.1651 0.036 0.008 -0.024
H -4.4504 -2.7660 -3.6781 -0.036 -0.175 0.040
C 6.1952 6.6589 3.5701 -0.132 0.086 0.156
C 5.9547 5.1585 3.6211 0.271 0.270 -0.555
C 7.0798 4.3948 2.9400 -0.021 -0.211 0.068
O 4.7098 4.8481 2.9891 -0.200 -0.197 0.184
H 6.2382 7.0079 2.5339 0.106 -0.072 -0.014
H 5.3777 7.1938 4.0550 0.028 -0.032 0.052
H 7.1291 6.9274 4.0651 0.002 0.018 -0.032
H 5.8690 4.8362 4.6592 -0.183 -0.060 -0.040
H 7.1505 4.6727 1.8839 0.031 0.122 0.038
H 6.8905 3.3206 2.9775 0.014 0.012 0.072
H 8.0402 4.5956 3.4159 0.008 0.001 -0.037
H 4.7690 5.1281 2.0688 0.054 0.033 0.061
C 1.9764 -5.9369 3.7522 -0.138 0.051 0.093
C 3.0018 -4.8435 4.0139 0.194 -0.506 -0.317
C 3.8658 -4.5878 2.7860 0.069 0.215 0.044
O 3.8283 -5.2170 5.1139 -0.084 0.277 0.148
H 2.4716 -6.8809 3.5086 0.037 0.050 -0.101
H 1.3714 -6.1143 4.6419 -0.024 0.057 -0.019
H 1.3124 -5.6702 2.9272 -0.002 -0.040 -0.004
H 2.4900 -3.9233 4.2980 0.052 -0.012 0.194
H 4.4229 -5.4864 2.5088 -0.108 -0.044 -0.056
H 4.6008 -3.8079 2.9921 -0.049 0.026 0.010
H 3.2583 -4.2793 1.9304 0.017 -0.058 -0.027
H 4.2886 -6.0311 4.8788 -0.024 0.034 0.027
C -6.6178 1.9527 4.2362 0.190 0.112 -0.066
C -7.1996 1.2801 3.0038 -0.163 -0.253 0.570
C -8.6329 0.8310 3.2406 -0.076 -0.046 -0.196
O -6.3932 0.1512 2.6452 0.146 0.114 -0.324
H -6.5997 1.2590 5.0818 -0.131 -0.004 -0.005
H -5.5878 2.2614 4.0522 -0.037 0.050 -0.053
H -7.1993 2.8307 4.5197 0.003 -0.018 0.026
H -7.1664 1.9716 2.1610 0.133 -0.102 -0.070
H -8.6795 0.1014 4.0539 0.037 0.089 0.076
H -9.0332 0.3437 2.3506 0.003 0.059 -0.019
H -9.2751 1.6752 3.4942 -0.001 -0.020 0.024
H -6.4135 -0.4694 3.3826 -0.045 0.041 -0.028
```
Positions in Å, forces in eV/Å.

As for the frontier orbital gap: 9.555 eV. The charge is +1. The value obtained for the energy above the lowest of the compared OMol25 structures with the same formula, charge and spin is 35.25 kcal per mole. Its multiplicity is 1. The value obtained for the HOMO energy is -11.5749 eV.